{
  "formula": "C30H55BO2P2Sn",
  "method": "ωB97M-V/def2-TZVPD",
  "symbols": ["Sn", "C", "C", "C", "C", "C", "C", "H", "H", "H", "C", "H", "H", "H", "C", "H", "H", "H", "C", "H", "H", "H", "C", "H", "H", "H", "C", "C", "C", "C", "C", "C", "C", "C", "H", "H", "H", "H", "H", "H", "H", "H", "H", "H", "H", "H", "P", "P", "C", "C", "H", "H", "H", "H", "C", "H", "H", "H", "C", "H", "H", "H", "C", "H", "H", "H", "C", "H", "H", "H", "C", "C", "C", "O", "B", "O", "C", "C", "C", "H", "H", "H", "H", "H", "H", "H", "H", "H", "H", "H", "H"],
  "positions_angstrom": [[0.808, 0.140, 0.261], [-1.761, 1.195, -1.478], [-2.049, -0.206, -1.544], [-2.412, 0.500, 0.629], [-2.020, 1.631, -0.141], [-2.446, -0.634, -0.239], [-1.300, 2.096, -2.564], [-0.917, 1.542, -3.428], [-0.513, 2.774, -2.202], [-2.128, 2.732, -2.911], [-1.900, 3.009, 0.380], [-1.412, 3.673, -0.347], [-1.356, 3.054, 1.337], [-2.917, 3.395, 0.547], [-2.728, 0.527, 2.078], [-3.708, 1.002, 2.238], [-1.976, 1.100, 2.642], [-2.786, -0.488, 2.495], [-2.825, -2.005, 0.180], [-3.916, -2.098, 0.250], [-2.421, -2.245, 1.173], [-2.475, -2.755, -0.537], [-1.984, -1.076, -2.744], [-2.985, -1.210, -3.179], [-1.607, -2.074, -2.488], [-1.346, -0.640, -3.519], [6.336, -0.901, -3.199], [5.616, -0.964, -4.328], [5.562, -2.121, -5.278], [5.665, -3.538, -4.652], [4.823, -3.799, -3.447], [5.172, -3.568, -2.174], [6.457, -2.989, -1.673], [7.177, -2.002, -2.629], [6.375, -2.050, -6.025], [6.716, -3.751, -4.427], [4.629, -2.044, -5.862], [7.650, -2.577, -3.432], [6.431, 0.051, -2.663], [5.096, -0.069, -4.690], [7.999, -1.541, -2.057], [6.262, -2.489, -0.709], [4.481, -3.875, -1.378], [7.166, -3.803, -1.438], [5.363, -4.259, -5.429], [3.882, -4.314, -3.665], [2.717, 0.071, -1.389], [1.429, -2.236, 0.852], [3.716, -1.337, -0.734], [3.254, -2.064, 0.567], [4.735, -0.950, -0.590], [3.774, -2.051, -1.568], [3.650, -3.099, 0.589], [3.659, -1.526, 1.444], [1.033, -2.703, 2.560], [-0.048, -2.896, 2.660], [1.321, -1.917, 3.280], [1.573, -3.638, 2.800], [0.806, -3.623, -0.144], [1.464, -4.494, 0.021], [0.792, -3.367, -1.213], [-0.215, -3.887, 0.182], [3.528, 1.689, -1.258], [2.866, 2.468, -1.669], [4.465, 1.673, -1.831], [3.744, 1.915, -0.207], [2.235, -0.117, -3.143], [1.510, -0.936, -3.256], [3.120, -0.313, -3.769], [1.771, 0.826, -3.470], [3.493, 2.322, 3.971], [2.404, 1.269, 4.116], [2.887, 0.282, 5.143], [2.331, 0.556, 2.881], [1.197, 1.048, 2.240], [0.473, 1.987, 2.963], [0.978, 1.884, 4.301], [0.032, 0.990, 5.093], [0.922, 3.253, 4.937], [3.222, 3.105, 3.250], [4.411, 1.831, 3.620], [3.694, 2.781, 4.949], [3.824, -0.170, 4.800], [3.076, 0.800, 6.085], [2.189, -0.536, 5.318], [0.341, 0.930, 6.146], [-0.978, 1.424, 5.058], [-0.030, -0.027, 4.680], [1.540, 3.996, 4.435], [-0.096, 3.654, 4.941], [1.247, 3.174, 5.977]],
  "forces_ev_per_angstrom": [[-1.667, 0.139, -0.885], [0.086, -0.486, 0.757], [0.306, 1.486, -0.306], [-0.298, -2.990, -0.807], [0.868, 0.004, -1.577], [-0.018, 1.741, 2.505], [-0.109, 0.398, -0.376], [-0.075, 0.142, 0.124], [-0.139, -0.149, -0.201], [0.281, -0.109, -0.100], [-0.015, 0.322, -0.196], [-0.157, -0.150, 0.273], [-0.228, -0.038, -0.214], [0.226, 0.076, 0.119], [-0.214, -0.007, 0.338], [0.241, -0.083, 0.119], [-0.270, -0.120, -0.104], [-0.005, 0.273, -0.058], [-0.213, -0.294, 0.005], [0.174, -0.139, -0.010], [-0.095, -0.027, -0.177], [-0.085, 0.001, 0.127], [0.142, 0.013, -0.090], [0.143, -0.016, 0.059], [-0.095, 0.112, -0.100], [-0.138, -0.094, 0.067], [-0.282, 0.340, -0.182], [0.481, 0.353, 0.203], [-0.327, -0.517, -0.253], [0.340, -0.151, -0.630], [-0.214, -0.174, 0.519], [-0.323, -0.563, -0.461], [0.377, 0.307, 0.078], [0.615, -0.293, 0.252], [-0.294, 0.179, 0.278], [-0.389, -0.108, -0.179], [0.264, -0.095, 0.188], [-0.015, 0.333, 0.318], [-0.352, -0.169, -0.198], [0.282, -0.123, 0.232], [-0.218, -0.197, -0.213], [0.127, -0.136, -0.222], [0.178, -0.199, -0.352], [-0.265, 0.221, -0.030], [0.198, 0.246, 0.212], [0.109, 0.283, 0.311], [-0.202, 0.339, 0.302], [-0.015, 0.021, -0.147], [-0.084, 0.017, -0.264], [0.052, -0.126, 0.339], [-0.278, -0.185, -0.051], [0.021, 0.275, 0.170], [0.116, 0.546, -0.074], [-0.274, -0.273, -0.241], [0.398, -0.159, 0.471], [0.390, 0.123, -0.227], [-0.027, -0.325, -0.397], [-0.234, 0.385, -0.008], [0.061, -0.065, -0.146], [-0.242, 0.278, -0.103], [0.014, -0.138, 0.302], [0.391, 0.212, -0.145], [0.452, -0.094, -0.086], [0.176, -0.338, 0.132], [-0.187, 0.113, 0.133], [0.002, -0.035, -0.216], [-0.025, -0.195, 0.147], [0.234, 0.236, 0.017], [-0.218, -0.008, 0.341], [0.077, -0.291, 0.196], [0.147, 0.281, -0.169], [0.896, 0.729, 1.049], [-0.120, -0.341, 0.493], [-1.817, 0.029, -1.804], [0.740, 0.987, 1.495], [0.645, -1.606, -2.042], [-0.094, 0.043, 1.397], [-0.308, -0.271, 0.026], [0.269, 0.512, 0.165], [0.066, -0.137, 0.176], [-0.194, 0.147, 0.137], [-0.016, -0.013, -0.386], [-0.086, 0.229, 0.068], [-0.010, -0.179, 0.063], [-0.101, 0.069, 0.060], [-0.087, -0.030, -0.361], [0.312, -0.143, 0.028], [0.058, 0.154, 0.086], [0.069, -0.115, -0.014], [0.062, -0.303, -0.031], [0.027, 0.105, -0.045]],
  "total_charge": 2,
  "homo_lumo_gap_ha": [0.1884, 0.2164],
  "e_lumo_ha": [-0.26855, -0.24015],
  "relative_energy_ev": 0.000,
  "homo_ev": [-12.435, -12.423],
  "e_tot_ev": -61168.7680
}